Record 1
{
  "formula": "C69H167N5O37P8",
  "method": "wB97M-V/def2-TZVPD",
  "symbols": ["C", "C", "C", "C", "C", "C", "N", "O", "C", "C", "C", "H", "H", "H", "H", "H", "H", "H", "H", "H", "H", "H", "H", "H", "H", "H", "H", "H", "H", "H", "C", "C", "C", "C", "C", "C", "N", "O", "C", "C", "C", "H", "H", "H", "H", "H", "H", "H", "H", "H", "H", "H", "H", "H", "H", "H", "H", "H", "H", "H", "C", "C", "C", "C", "C", "C", "N", "O", "C", "C", "C", "H", "H", "H", "H", "H", "H", "H", "H", "H", "H", "H", "H", "H", "H", "H", "H", "H", "H", "H", "C", "C", "C", "C", "C", "C", "N", "O", "C", "C", "C", "H", "H", "H", "H", "H", "H", "H", "H", "H", "H", "H", "H", "H", "H", "H", "H", "H", "H", "H", "C", "C", "C", "C", "C", "C", "N", "O", "C", "C", "C", "H", "H", "H", "H", "H", "H", "H", "H", "H", "H", "H", "H", "H", "H", "H", "H", "H", "H", "H", "C", "O", "P", "O", "O", "C", "O", "C", "H", "H", "H", "H", "H", "H", "H", "H", "H", "C", "O", "P", "O", "O", "C", "O", "C", "H", "H", "H", "H", "H", "H", "H", "H", "H", "C", "O", "P", "O", "O", "C", "O", "C", "H", "H", "H", "H", "H", "H", "H", "H", "H", "C", "O", "P", "O", "O", "C", "O", "C", "H", "H", "H", "H", "H", "H", "H", "H", "H", "C", "O", "P", "O", "O", "C", "O", "C", "H", "H", "H", "H", "H", "H", "H", "H", "H", "C", "O", "P", "O", "O", "C", "O", "C", "H", "H", "H", "H", "H", "H", "H", "H", "H", "C", "O", "P", "O", "O", "C", "O", "C", "H", "H", "H", "H", "H", "H", "H", "H", "H", "C", "O", "P", "O", "O", "C", "O", "C", "H", "H", "H", "H", "H", "H", "H", "H", "H"],
  "xyz": [[15.17, 14.57, 18.76], [13.95, 15.46, 18.85], [13.14, 15.38, 17.55], [11.80, 16.05, 17.60], [11.02, 15.22, 18.62], [11.67, 15.32, 20.03], [13.05, 14.90, 19.88], [13.70, 14.90, 21.10], [11.47, 16.73, 20.70], [11.03, 14.28, 20.92], [14.45, 16.92, 19.11], [15.72, 14.77, 17.83], [14.92, 13.51, 18.69], [15.85, 14.59, 19.61], [13.76, 15.80, 16.77], [12.96, 14.31, 17.34], [11.22, 16.00, 16.68], [11.88, 17.07, 17.97], [10.83, 14.18, 18.38], [9.98, 15.51, 18.79], [12.00, 16.63, 21.64], [12.03, 17.43, 20.11], [10.44, 16.96, 20.86], [11.04, 13.33, 20.40], [11.47, 14.29, 21.91], [9.98, 14.56, 21.04], [14.95, 16.99, 20.09], [13.64, 17.66, 19.07], [15.20, 17.11, 18.35], [14.02, 15.78, 21.30], [24.60, 18.68, 11.67], [23.31, 17.89, 11.23], [23.41, 17.40, 9.82], [24.40, 16.25, 9.79], [23.90, 15.11, 10.69], [23.76, 15.56, 12.14], [22.92, 16.75, 12.09], [22.94, 17.30, 13.40], [22.98, 14.54, 12.91], [25.16, 15.78, 12.83], [22.18, 18.94, 11.28], [25.61, 18.27, 11.59], [24.52, 18.93, 12.72], [24.62, 19.63, 11.12], [22.45, 16.94, 9.56], [23.60, 18.20, 9.12], [25.42, 16.56, 10.03], [24.41, 15.88, 8.75], [24.58, 14.24, 10.72], [22.88, 14.83, 10.45], [21.93, 14.49, 12.64], [23.45, 13.56, 12.92], [22.93, 14.87, 13.94], [25.54, 14.78, 13.07], [25.94, 16.14, 12.18], [25.08, 16.29, 13.79], [22.22, 19.46, 12.23], [21.20, 18.52, 11.15], [22.46, 19.70, 10.54], [22.11, 17.04, 13.80], [23.13, 16.70, 22.80], [22.36, 17.82, 23.59], [23.34, 18.81, 24.23], [22.67, 20.04, 24.68], [22.17, 20.71, 23.48], [21.08, 19.91, 22.73], [21.66, 18.58, 22.55], [20.67, 17.82, 21.92], [19.77, 19.99, 23.51], [20.87, 20.51, 21.33], [21.33, 17.15, 24.60], [23.69, 17.24, 22.03], [22.42, 16.02, 22.35], [23.73, 16.26, 23.59], [23.90, 18.30, 25.02], [24.09, 19.14, 23.50], [23.44, 20.65, 25.17], [21.95, 19.82, 25.47], [23.01, 21.00, 22.85], [21.66, 21.64, 23.75], [18.97, 19.46, 22.99], [19.77, 19.64, 24.53], [19.52, 21.04, 23.60], [21.82, 20.52, 20.79], [20.13, 20.03, 20.72], [20.51, 21.53, 21.47], [20.80, 16.42, 24.00], [20.74, 17.93, 25.06], [21.80, 16.57, 25.40], [20.23, 17.35, 22.64], [24.04, 19.19, 20.07], [25.44, 19.86, 20.11], [26.47, 19.02, 20.82], [26.74, 17.79, 20.05], [27.30, 18.17, 18.74], [26.40, 19.11, 17.88], [26.02, 20.19, 18.79], [25.09, 21.01, 18.12], [27.21, 19.72, 16.75], [25.20, 18.38, 17.26], [25.31, 21.23, 20.83], [24.04, 18.15, 19.75], [23.49, 19.81, 19.36], [23.60, 19.30, 21.06], [27.34, 19.68, 20.88], [26.00, 18.90, 21.79], [25.81, 17.27, 19.89], [27.41, 17.11, 20.60], [27.40, 17.29, 18.09], [28.28, 18.64, 18.90], [28.02, 20.35, 17.15], [27.61, 18.94, 16.10], [26.57, 20.37, 16.17], [25.59, 17.68, 16.50], [24.66, 17.77, 17.98], [24.52, 19.09, 16.77], [26.19, 21.84, 20.57], [25.25, 21.05, 21.90], [24.44, 21.78, 20.47], [25.43, 21.90, 18.20], [20.09, 9.56, 17.59], [19.03, 10.47, 18.34], [19.04, 11.88, 17.84], [18.45, 11.94, 16.46], [17.03, 11.55, 16.49], [16.81, 10.10, 17.15], [17.62, 10.07, 18.38], [17.68, 8.74, 18.75], [15.36, 9.93, 17.60], [17.13, 9.03, 16.12], [19.43, 10.51, 19.81], [20.19, 8.59, 18.06], [21.07, 10.00, 17.76], [19.86, 9.40, 16.54], [18.37, 12.54, 18.39], [20.07, 12.24, 17.85], [19.09, 11.35, 15.83], [18.48, 12.98, 16.13], [16.63, 11.47, 15.47], [16.47, 12.28, 17.08], [14.75, 10.04, 16.72], [15.29, 8.91, 17.96], [15.24, 10.61, 18.43], [18.05, 9.18, 15.57], [17.06, 7.99, 16.43], [16.39, 9.02, 15.31], [18.62, 11.04, 20.32], [20.39, 11.02, 19.83], [19.48, 9.47, 20.12], [17.13, 8.65, 19.53], [15.41, 21.57, 12.77], [16.84, 21.49, 12.59], [17.48, 20.06, 12.23], [16.90, 19.21, 11.18], [19.00, 20.43, 11.90], [19.72, 21.15, 12.94], [17.46, 19.39, 13.69], [18.20, 18.12, 13.82], [14.98, 22.26, 12.05], [15.18, 21.76, 13.81], [14.92, 20.61, 12.59], [20.07, 22.05, 12.47], [20.53, 20.51, 13.26], [19.09, 21.39, 13.79], [17.50, 17.41, 14.27], [19.08, 18.31, 14.44], [18.57, 17.86, 12.83], [28.11, 10.72, 17.87], [28.12, 12.15, 17.71], [26.93, 12.99, 18.31], [25.66, 12.29, 18.45], [27.39, 13.47, 19.75], [28.70, 14.05, 19.91], [27.15, 14.39, 17.51], [26.63, 14.34, 16.12], [27.32, 10.50, 18.57], [29.12, 10.47, 18.16], [28.00, 10.30, 16.88], [29.46, 13.29, 19.76], [28.78, 14.45, 20.92], [28.84, 14.83, 19.17], [26.02, 13.45, 16.08], [27.49, 14.39, 15.46], [25.96, 15.20, 15.98], [21.81, 13.04, 25.20], [20.94, 13.53, 24.14], [21.13, 12.97, 22.68], [20.30, 13.70, 21.68], [22.71, 13.00, 22.43], [23.30, 12.98, 21.11], [20.96, 11.39, 22.76], [19.74, 10.90, 23.28], [22.42, 13.88, 25.56], [22.45, 12.24, 24.82], [21.24, 12.60, 26.01], [23.95, 13.86, 21.04], [22.53, 13.04, 20.34], [23.82, 12.05, 20.97], [19.30, 10.26, 22.53], [19.06, 11.73, 23.47], [20.00, 10.33, 24.17], [14.21, 19.56, 22.01], [15.52, 19.37, 21.47], [16.05, 20.50, 20.43], [15.06, 21.39, 19.82], [16.74, 19.57, 19.32], [17.81, 18.64, 19.65], [17.24, 21.17, 21.23], [17.61, 22.53, 20.98], [13.79, 20.38, 21.44], [14.33, 19.78, 23.08], [13.66, 18.65, 21.81], [18.50, 18.66, 18.81], [17.37, 17.67, 19.84], [18.30, 18.92, 20.59], [17.78, 23.02, 21.93], [16.78, 22.99, 20.45], [18.47, 22.58, 20.31], [18.03, 14.18, 13.10], [16.89, 14.62, 12.36], [15.50, 14.62, 13.10], [15.42, 15.14, 14.48], [14.95, 13.16, 12.90], [13.94, 12.56, 13.77], [14.64, 15.45, 12.00], [15.13, 16.74, 11.50], [17.85, 14.12, 14.18], [18.87, 14.85, 12.99], [18.36, 13.21, 12.76], [13.33, 11.99, 13.10], [13.42, 13.39, 14.21], [14.52, 11.99, 14.51], [15.54, 16.51, 10.53], [15.89, 17.10, 12.18], [14.25, 17.36, 11.54], [12.56, 22.73, 14.78], [13.35, 21.73, 15.45], [12.85, 20.20, 15.24], [12.03, 19.90, 14.07], [14.26, 19.50, 15.40], [14.39, 18.17, 14.89], [12.07, 19.90, 16.60], [12.66, 20.28, 17.87], [12.78, 22.75, 13.71], [12.82, 23.64, 15.33], [11.49, 22.49, 14.86], [14.71, 18.24, 13.85], [13.46, 17.60, 15.05], [15.20, 17.67, 15.43], [12.36, 21.31, 18.04], [13.73, 20.20, 17.77], [12.30, 19.56, 18.59], [24.91, 10.39, 11.61], [24.58, 9.80, 12.91], [24.00, 10.78, 14.03], [24.83, 11.95, 14.35], [22.54, 11.09, 13.42], [21.54, 11.62, 14.33], [23.73, 9.71, 15.20], [24.49, 9.82, 16.43], [24.13, 10.13, 10.89], [25.92, 10.06, 11.37], [24.91, 11.48, 11.66], [20.81, 10.83, 14.51], [21.23, 12.51, 13.84], [21.99, 11.84, 15.30], [23.84, 10.06, 17.26], [25.19, 10.60, 16.25], [24.86, 8.82, 16.63], [21.07, 16.32, 18.96], [21.33, 16.64, 17.58], [20.68, 15.67, 16.47], [20.72, 16.31, 15.15], [21.42, 14.24, 16.64], [22.81, 14.25, 16.75], [19.26, 15.15, 17.01], [18.22, 16.18, 16.87], [20.03, 16.47, 19.24], [21.62, 17.00, 19.61], [21.18, 15.25, 19.15], [23.10, 13.68, 17.64], [23.25, 15.23, 16.87], [23.24, 13.76, 15.86], [17.69, 16.19, 17.81], [17.57, 15.92, 16.03], [18.70, 17.13, 16.68]],
  "mulliken_charge": [-2.42, 2.56, -1.32, 0.21, -1.94, 1.74, 0.18, -0.55, -1.31, -2.01, -0.22, -0.21, 0.83, 0.69, -0.36, 0.61, 0.40, -0.15, 0.42, 0.52, 0.41, 0.12, 0.47, 0.45, 0.38, 0.42, 0.57, -1.04, 0.15, 0.40, -1.69, 1.87, -1.24, -0.69, -1.42, 2.47, 0.05, 0.24, -0.98, -2.00, -2.54, 0.29, 0.39, 0.46, 0.35, 0.44, 0.33, 0.42, 0.28, 0.46, 0.42, -0.12, -0.54, 0.57, 0.39, 0.22, 0.24, 0.59, 0.47, 0.11, -1.22, 1.14, -0.64, -0.71, -1.25, 1.56, 1.18, -0.05, -1.63, -0.84, -1.38, -0.33, 0.03, 0.60, 0.60, -0.44, 0.46, 0.42, 0.02, 0.55, 0.15, 0.27, 0.45, -0.35, -0.23, 0.52, 0.49, 0.18, 0.26, 0.24, -0.35, 1.65, -1.67, 0.42, -1.56, 1.84, 0.20, -0.50, -2.21, -0.85, -2.30, -0.62, 0.82, -0.06, 0.42, 0.31, -0.09, 0.33, 0.22, 0.45, 0.52, 0.34, 0.41, 0.18, -0.18, 0.58, 0.57, 0.37, 0.36, 0.37, -1.60, 1.95, -0.92, 1.61, -0.28, 2.22, 0.17, -0.57, -2.00, -1.81, -2.33, 0.36, 0.34, 0.20, 0.30, 0.00, -0.56, -1.17, 0.57, -0.82, 0.32, 0.52, 0.45, 0.27, 0.34, 0.51, 0.68, 0.00, 0.71, 0.38, -0.66, -0.35, 0.68, -0.76, -0.27, -0.54, 0.26, -0.33, 0.30, 0.31, 0.24, 0.33, 0.05, 0.32, -0.56, 0.38, 0.67, -0.75, -0.42, 0.87, -0.21, -0.36, -0.72, -0.31, 0.43, 0.37, 0.28, 0.22, 0.25, 0.24, 0.30, -0.17, 0.39, -0.35, -0.81, -0.32, 1.23, -0.34, -0.49, -0.29, -0.31, -0.79, 0.22, 0.37, 0.27, 0.28, -0.09, 0.37, 0.21, 0.40, 0.25, -0.61, -0.23, 0.80, -0.84, 0.01, 0.84, -0.06, -0.86, 0.45, 0.23, -0.07, 0.10, 0.04, -0.71, 0.24, 0.40, 0.28, 0.15, -0.28, -0.59, 1.00, -0.34, -0.27, -0.41, 0.07, -0.27, 0.06, 0.41, 0.29, 0.17, 0.04, 0.33, -0.46, 0.35, -0.75, -0.23, 0.75, -0.82, 0.18, 0.25, -0.41, -0.70, 0.24, 0.24, 0.35, -0.09, 0.44, -0.56, 0.33, 0.31, 0.29, -0.42, -0.43, 0.78, -0.31, -0.44, 0.28, -0.34, -0.49, 0.27, 0.32, 0.00, 0.22, 0.14, -0.04, 0.11, 0.11, 0.39, 0.26, 0.06, -0.01, -1.02, 0.96, -1.13, 0.95, -0.39, -0.33, -0.54, 0.12, 0.10, 0.67, -0.20, 0.14, -0.45, 0.54],
  "e_lumo_ev": 0.415,
  "spin_multiplicity": 1,
  "fmax_ha_per_bohr": 0.0626,
  "energy_ha": -8518.24937,
  "gap_ev": 8.71
}

Record 2
{
  "formula": "C23H47N4Re",
  "method": "wB97M-V/def2-TZVPD",
  "symbols": ["Re", "N", "C", "C", "N", "C", "C", "N", "C", "C", "N", "H", "H", "H", "H", "H", "H", "H", "H", "H", "H", "H", "H", "H", "H", "H", "H", "H", "H", "C", "C", "C", "C", "C", "C", "C", "C", "C", "C", "C", "C", "C", "C", "C", "C", "C", "H", "H", "H", "H", "H", "H", "H", "H", "H", "H", "H", "H", "H", "H", "H", "H", "H", "H", "H", "H", "H", "H", "H", "H", "H", "H", "H", "H", "H"],
  "xyz": [[0.29, -0.54, 0.87], [1.01, -1.54, -0.93], [1.92, -2.68, -0.62], [1.43, -3.33, 0.65], [1.34, -2.27, 1.71], [2.72, -1.91, 2.20], [2.87, -0.41, 2.37], [2.23, 0.28, 1.20], [0.46, -2.75, 2.83], [0.11, -1.61, 3.75], [-0.46, -0.49, 2.91], [0.20, -1.89, -1.43], [1.47, -0.91, -1.60], [2.93, -2.29, -0.52], [1.94, -3.39, -1.45], [2.09, -4.13, 0.98], [0.43, -3.75, 0.51], [3.43, -2.27, 1.46], [2.93, -2.44, 3.13], [3.93, -0.13, 2.42], [2.39, -0.02, 3.26], [2.83, 0.20, 0.37], [2.18, 1.28, 1.38], [0.95, -3.57, 3.36], [-0.45, -3.16, 2.36], [0.98, -1.22, 4.27], [-0.61, -1.92, 4.51], [-0.36, 0.40, 3.39], [-1.48, -0.62, 2.85], [-1.47, 0.47, 0.23], [-0.45, 1.40, -0.12], [-0.18, 1.11, -1.60], [-1.10, 0.15, -2.02], [-1.84, -0.32, -0.94], [-2.85, -1.42, -0.92], [-4.18, -0.80, -1.43], [-2.44, -2.57, -1.84], [-3.05, -1.94, 0.51], [0.91, 1.62, -2.54], [2.30, 1.59, -1.88], [0.59, 3.06, -3.01], [0.98, 0.76, -3.81], [-0.43, 2.82, 0.54], [-1.50, 3.64, -0.20], [-0.88, 2.75, 2.00], [0.91, 3.55, 0.53], [-2.18, 0.64, 1.03], [-1.13, -0.27, -3.01], [-4.08, -0.47, -2.47], [-4.49, 0.05, -0.82], [-4.96, -1.56, -1.39], [-2.23, -2.25, -2.86], [-3.25, -3.30, -1.90], [-1.57, -3.12, -1.45], [-3.52, -1.21, 1.16], [-2.09, -2.25, 0.95], [-3.69, -2.83, 0.51], [2.33, 2.08, -0.91], [3.01, 2.11, -2.53], [2.68, 0.56, -1.79], [0.74, 3.82, -2.24], [-0.43, 3.14, -3.39], [1.27, 3.29, -3.83], [1.14, -0.30, -3.60], [1.82, 1.10, -4.41], [0.08, 0.85, -4.42], [-2.48, 3.17, -0.13], [-1.26, 3.78, -1.25], [-1.58, 4.63, 0.25], [-1.87, 2.33, 2.15], [-0.91, 3.76, 2.40], [-0.16, 2.21, 2.62], [1.29, 3.75, -0.47], [1.68, 3.01, 1.09], [0.79, 4.51, 1.02]],
  "mulliken_spin": [1.21, 0.06, 0.01, -0.01, 0.03, -0.01, 0.02, 0.02, 0.03, -0.01, 0.02, 0.02, 0.00, 0.00, 0.00, 0.00, 0.00, 0.00, 0.00, 0.00, 0.00, 0.00, 0.01, 0.00, -0.01, 0.00, 0.00, 0.00, 0.00, -0.07, -0.13, 0.05, 0.01, -0.10, -0.01, -0.01, -0.01, -0.02, -0.02, 0.00, -0.02, 0.00, -0.03, -0.02, 0.01, -0.01, -0.02, 0.00, 0.00, 0.00, 0.00, 0.00, 0.00, 0.00, 0.00, 0.01, 0.00, 0.00, 0.00, 0.00, 0.00, 0.00, 0.00, 0.00, 0.00, 0.00, 0.00, 0.01, 0.00, 0.00, 0.00, -0.01, 0.00, 0.00, 0.00],
  "e_lumo_ev": [-11.588, -11.074],
  "spin_multiplicity": 2,
  "fmax_ha_per_bohr": 0.0139,
  "total_charge": 3,
  "s_squared": 1.099,
  "energy_ha": -1200.88198,
  "gap_ev": [6.82, 6.93],
  "de_lowest_kj_mol": 177.6
}